Record 1
The following is a quantum chemistry calculation of a molecular structure, CH2NO3S, from OMol25.

Positions of all 8 atoms, in Å:
C -0.286 0.346 0.472
N -0.436 -0.981 0.649
O 1.035 -0.506 -1.323
O -0.476 1.504 1.826
O 0.217 1.745 -1.877
S 0.950 0.902 -0.926
H -0.799 -1.533 1.429
H -0.204 -1.477 -0.251

Properties
Max |F|   8.0 eV Å⁻¹
Net charge   -1
HOMO energy   -4.00 eV

Results of the Löwdin charge analysis, in e, for atoms 1 through 4:
1. C -0.28
2. N 0.04
3. O -0.60
4. O -0.49

=====

Record 2
The following is a quantum chemistry calculation of a molecular structure, C32H22BrCdI2N4O6PS2, from OMol25.

Positions of all 71 atoms, in Å:
Cd 1.225 -0.888 -0.159
N -2.105 0.847 1.585
P -0.379 1.045 1.254
C -0.441 2.604 0.274
C 0.694 3.415 0.220
C 0.659 4.614 -0.474
C -0.500 5.017 -1.122
C -1.619 4.201 -1.093
C -1.589 2.999 -0.400
C -0.069 1.918 2.864
C 1.013 1.598 3.677
C 1.203 2.262 4.884
C 0.310 3.237 5.299
C -0.778 3.558 4.498
C -0.960 2.908 3.288
C -2.740 -0.077 0.782
C -3.889 -0.784 1.158
C -4.449 -1.644 0.232
C -3.876 -1.771 -1.027
C -2.724 -1.046 -1.292
N -2.173 -0.224 -0.413
H -2.374 0.840 2.555
H 1.603 3.084 0.707
H 1.541 5.243 -0.508
H -0.527 5.954 -1.668
H -2.516 4.490 -1.629
H -2.457 2.356 -0.397
H 1.703 0.824 3.384
H 2.056 2.005 5.500
H 0.454 3.745 6.246
H -1.482 4.320 4.815
H -1.806 3.169 2.663
H -4.291 -0.680 2.159
H -5.328 -2.223 0.492
H -4.290 -2.433 -1.774
H -2.211 -1.138 -2.243
I -1.399 1.740 -4.010
C 0.562 0.994 -4.063
C 1.290 1.091 -5.239
C 2.558 0.572 -5.299
I 3.624 0.811 -7.119
C 3.136 -0.095 -4.202
C 4.412 -0.697 -4.193
C 4.843 -1.374 -3.086
C 4.003 -1.459 -1.965
N 2.829 -0.883 -1.936
C 2.372 -0.202 -3.003
C 1.042 0.402 -2.873
O 0.385 0.384 -1.791
H 0.855 1.573 -6.103
H 5.039 -0.623 -5.073
H 5.816 -1.845 -3.070
H 4.296 -1.996 -1.069
Br -1.496 -2.506 3.830
C -1.448 -3.620 2.285
C -1.883 -4.922 2.468
C -1.862 -5.756 1.365
C -1.409 -5.250 0.164
C -0.999 -3.920 0.087
N -1.037 -3.107 1.144
C -0.471 -3.466 -1.296
O -0.970 -4.098 -2.235
O 0.455 -2.607 -1.388
H -2.229 -5.250 3.437
H -2.192 -6.785 1.452
H -1.358 -5.846 -0.735
O 3.597 -2.040 1.117
S 2.893 -1.039 1.922
O 1.444 -1.397 2.008
O 3.470 -0.840 3.244
S 2.943 0.710 0.886

Properties
Max |F|   1.7 eV Å⁻¹
Net charge   -2
HOMO energy   -2.39 eV

Results of the Löwdin charge analysis, in e, for atoms 1 through 4:
1. Cd 1.27
2. N -0.12
3. P 1.03
4. C -0.36

=====

Record 3
The following is a quantum chemistry calculation of a single CH5N2P molecule, from OMol25.

Positions of all 9 atoms, in Å:
C 0.033 -1.691 -0.385
N -0.251 -0.348 -0.253
P 0.746 0.716 0.340
N -0.060 2.196 0.278
H -0.096 -2.017 0.611
H -0.732 -2.174 -1.043
H 1.044 -1.819 -0.690
H 0.393 2.848 0.829
H -1.077 2.289 0.314

Properties
Max |F|   4.5 eV Å⁻¹
Structure (SMILES)   C/N=P/N
HOMO energy   -8.80 eV

Results of the Löwdin charge analysis, in e, for atoms 1 through 4:
1. C -0.31
2. N -0.40
3. P 0.78
4. N -0.24

=====

Record 4
The following is a quantum chemistry calculation of a molecular structure, C9H4BiCl2IrN2O3, from OMol25.

Positions of all 22 atoms, in Å:
Bi -3.455 -0.328 -0.555
Ir -1.123 -0.279 0.417
Cl -1.122 1.943 -0.376
Cl -2.448 -2.365 -1.707
C -1.314 -1.958 1.170
C -4.576 2.391 0.201
C -6.215 -1.034 -0.402
O -1.378 -3.049 1.574
O -4.906 3.453 0.451
O -7.311 -1.335 -0.419
N 6.127 1.236 -0.444
C 5.030 0.867 -0.293
C 3.657 0.430 -0.118
C 2.985 0.570 1.092
C 1.650 0.188 1.224
N 0.937 -0.227 0.161
C 1.579 -0.503 -0.989
C 2.911 -0.107 -1.170
H 3.472 1.041 1.939
H 1.122 0.241 2.181
H 1.013 -1.001 -1.785
H 3.364 -0.175 -2.152

Properties
Max |F|   8.8 eV Å⁻¹
Net charge   +4
Spin multiplicity   5
HOMO energy (alpha / beta)   -24.57 / -24.65 eV

Results of the Löwdin charge analysis, in e, for atoms 1 through 4:
1. Bi 1.30
2. Ir 0.78
3. Cl 0.32
4. Cl 0.14

=====

Among the records above, which one has the highest max |F|? C9H4BiCl2IrN2O3

=====

Which of these has the highest max |F|? C9H4BiCl2IrN2O3